No. 1
This record from the OMol25 dataset describes one molecule with the formula C4H11ClSi2. The level of theory is ωB97M-V with the def2-TZVPD basis set.

The geometry in XYZ format:
```
18
C4H11ClSi2 (ωB97M-V with the def2-TZVPD basis set)
C 0.21226 0.34633 1.13849
C 0.16462 0.49372 -1.06900
C -0.81970 0.91840 0.05629
C 1.19313 -0.01917 0.03333
Si -2.68317 0.27912 0.11374
Si 2.09286 -1.68411 -0.04806
Cl 2.72699 1.41828 -0.04168
H 0.83648 1.16125 1.57071
H -0.11902 -0.37254 1.82960
H -0.21173 -0.27891 -1.77309
H 0.57317 1.30996 -1.56793
H -0.88700 2.08914 0.08901
H -3.55764 1.26298 0.91603
H -2.94131 -1.15297 0.21048
H -3.04133 0.23685 -1.29893
H 2.87627 -1.36196 -1.26229
H 1.12194 -2.78436 -0.28946
H 2.46318 -1.86205 1.39275
```

Calculated values
Relative energy (zero: lowest compared OMol25 entry of this formula, charge and spin) (kJ/mol): 26.3
E_tot (a.u.): -1198.05432
Spin multiplicity: 1
E_LUMO (eV): 0.324
Structure (SMILES): [SiH3][C@H]1C[C@]([SiH3])(Cl)C1
Net charge: 0

---

No. 2
This record from the OMol25 dataset describes C4H11CsNO as an isolated structure. The level of theory is ωB97M-V with the def2-TZVPD basis set.

The geometry in XYZ format:
```
18
C4H11CsNO (ωB97M-V with the def2-TZVPD basis set)
Cs 14.65943 23.72347 6.86602
C 12.08912 26.36506 4.33267
C 13.27798 27.36069 4.25349
C 13.90438 27.77070 5.62834
O 14.25940 26.64183 6.54255
C 14.69737 27.05988 7.83346
N 14.32470 26.76963 3.36035
H 11.27262 26.78963 4.91677
H 12.45786 25.40351 4.68984
H 11.69646 26.21775 3.32658
H 12.94661 28.26264 3.73890
H 13.29272 28.50421 6.15362
H 14.88587 28.21868 5.47307
H 14.97523 26.20665 8.45223
H 13.88179 27.47316 8.42687
H 15.53458 27.73406 7.65278
H 14.59291 25.80565 3.49789
H 15.19714 27.25084 3.52585
```

Calculated values
Relative energy (zero: lowest compared OMol25 entry of this formula, charge and spin) (kJ/mol): 84.8
E_tot (a.u.): -308.90842
Spin multiplicity: 1
E_LUMO (eV): -3.645
Net charge: +1

---

No. 3
This record from the OMol25 dataset describes one molecule with the formula C4H11FNOPS. The level of theory is ωB97M-V with the def2-TZVPD basis set.

The geometry in XYZ format:
```
20
C4H11FNOPS (ωB97M-V with the def2-TZVPD basis set)
C 0.16343 -0.11277 2.09177
C -1.23330 1.23028 0.53694
C 0.38992 0.06423 -2.71182
C 2.36530 -0.99077 -0.06075
N -0.15360 0.29638 0.67126
O 0.79653 1.08950 -1.84964
F 3.07177 -1.25950 -1.23853
P 1.38937 0.64191 -0.11371
S 2.37363 2.18271 0.55981
H 1.24920 0.15075 2.29292
H -0.58258 0.35551 2.79850
H 0.06566 -1.16058 2.24913
H -1.07785 1.96060 -0.17154
H -2.09325 0.69413 0.15379
H -1.60573 1.56481 1.54540
H 1.03857 -0.76043 -2.85935
H 0.22242 0.56863 -3.70328
H -0.58319 -0.26547 -2.31655
H 3.13966 -0.89478 0.79495
H 1.66986 -1.90911 -0.08671
```

Calculated values
Relative energy (zero: lowest compared OMol25 entry of this formula, charge and spin) (kJ/mol): 184.2
E_tot (a.u.): -1128.35981
Spin multiplicity: 1
E_LUMO (eV): 0.433
Structure (SMILES): CO[P@](=S)(CF)N(C)C
Net charge: 0

---

No. 4
This record from the OMol25 dataset describes a 2-piece molecular cluster, C4H11IN overall. The level of theory is ωB97M-V with the def2-TZVPD basis set.

The geometry in XYZ format:
```
17
C4H11IN (ωB97M-V with the def2-TZVPD basis set)
C 1.62119 -0.91616 -0.10376
C -1.51405 -0.12183 -0.99795
C -0.09063 1.62223 0.12598
C 0.36305 -1.19223 0.63567
N -0.79446 0.38942 0.21448
I 0.67735 -0.99806 2.83199
H 2.20911 -0.02298 0.20848
H 1.38795 -1.02072 -1.20608
H 2.48021 -1.62345 0.33276
H -1.86244 -1.06091 -0.94513
H -2.29938 0.53074 -1.31698
H -0.90574 0.15094 -1.85686
H -0.67688 2.60529 0.40946
H 0.70722 1.54107 0.89257
H 0.22958 1.72240 -0.82235
H -0.29531 -1.95233 0.48769
H -1.23678 0.34658 1.11002
```

Calculated values
Relative energy (zero: lowest compared OMol25 entry of this formula, charge and spin) (kJ/mol): 225.8
E_tot (a.u.): -510.96092
Spin multiplicity: 3
E_LUMO (spin up / spin down) (eV): -3.672 / -7.882
Net charge: +1

---

No. 5
This record from the OMol25 dataset describes C4H11INO as an isolated structure. The level of theory is ωB97M-V with the def2-TZVPD basis set.

The geometry in XYZ format:
```
18
C4H11INO (ωB97M-V with the def2-TZVPD basis set)
I 0.22185 -0.46109 -3.70540
C -0.16637 -1.90669 -0.75355
C -0.63239 -0.60625 -0.13556
C 0.44055 0.21032 0.55787
O 0.00931 1.40661 1.11676
C 0.86724 2.12617 1.91354
N -1.39703 0.18983 -1.18885
H 0.25735 -2.65074 -0.07906
H 0.62214 -1.73087 -1.48528
H -0.89666 -2.47917 -1.32544
H -1.44165 -0.84267 0.55531
H 1.28178 0.44783 -0.09330
H 0.82933 -0.34170 1.41357
H 0.93835 1.57163 2.84923
H 0.41496 3.03955 2.29991
H 1.82705 2.33586 1.44143
H -2.27424 -0.28814 -1.33769
H -0.90152 -0.02042 -2.04347
```

Calculated values
Relative energy (zero: lowest compared OMol25 entry of this formula, charge and spin) (kJ/mol): 143.5
E_tot (a.u.): -586.71932
Spin multiplicity: 1
E_LUMO (eV): 3.394
Net charge: -1

---

No. 6
This record from the OMol25 dataset describes a 2-piece molecular cluster, C4H11INO overall. The level of theory is ωB97M-V with the def2-TZVPD basis set.

The geometry in XYZ format:
```
18
C4H11INO (ωB97M-V with the def2-TZVPD basis set)
C 2.12798 0.07772 0.36289
C 1.09240 -0.63861 -1.56916
C -1.76933 -0.70352 0.77950
C -2.72416 1.39541 0.74506
N -1.72239 0.48535 1.22914
O 0.90070 -0.00956 -0.32322
I -4.13453 2.02902 2.34842
H 2.96321 0.36160 -0.19805
H 2.08633 0.75598 1.11299
H 2.39564 -0.75305 0.88446
H 1.28815 -1.60586 -1.37122
H 0.16812 -0.47421 -1.98505
H 1.91459 -0.16674 -1.92519
H -1.12243 -1.43379 1.01155
H -2.37471 -1.05734 0.07661
H -3.35097 1.10933 -0.01898
H -2.07903 2.33218 0.35645
H -0.99687 0.56012 1.89850
```

Calculated values
Relative energy (zero: lowest compared OMol25 entry of this formula, charge and spin) (kJ/mol): 372.0
E_tot (a.u.): -586.30417
Spin multiplicity: 1
E_LUMO (eV): -5.312
Net charge: +1

---

No. 7
This record from the OMol25 dataset describes a 3-piece molecular cluster, C4H11INO2 overall. The level of theory is ωB97M-V with the def2-TZVPD basis set.

The geometry in XYZ format:
```
19
C4H11INO2 (ωB97M-V with the def2-TZVPD basis set)
C 2.15779 -0.43682 -1.96336
C -1.59704 2.14918 0.47527
C 1.39456 -1.14445 -0.93517
C -0.48405 1.55595 1.17862
N 0.29686 -0.78738 -0.33156
O -1.38515 -2.49086 1.51465
O -0.47711 0.54892 1.78761
I 1.32985 2.77303 1.52780
H 1.83980 0.66453 -2.11599
H 3.23358 -0.48219 -1.73116
H 1.84916 -0.95259 -2.94811
H -2.15797 2.72389 1.20781
H -2.29187 1.41318 0.09902
H -1.42398 2.82307 -0.36484
H 2.02154 -1.94299 -0.61339
H -0.32157 -0.14852 -0.76229
H -0.18465 -1.25049 0.37600
H -1.73247 -3.18296 2.09643
H -2.06729 -1.83248 1.50264
```

Calculated values
Relative energy (zero: lowest compared OMol25 entry of this formula, charge and spin) (kJ/mol): 0.0
E_tot (a.u.): -661.65542
Spin multiplicity: 1
E_LUMO (eV): -4.718
Net charge: +1

---

No. 8
This record from the OMol25 dataset describes C4H11ISi as an isolated structure. The level of theory is ωB97M-V with the def2-TZVPD basis set.

The geometry in XYZ format:
```
17
C4H11ISi (ωB97M-V with the def2-TZVPD basis set)
C 0.14706 -0.73160 -1.44116
C 1.76409 0.92915 -0.64949
C -2.09739 -0.73173 1.24610
C 0.29402 0.59773 -0.66639
Si -0.54765 0.52979 0.98717
I 1.13966 -1.14425 3.01869
H 0.67035 -1.54475 -0.91751
H -0.86300 -0.91166 -1.57918
H 0.77543 -0.60097 -2.25670
H 2.12172 0.89700 -1.69506
H 2.47562 0.34697 -0.15582
H 2.11037 1.79150 -0.18399
H -1.87479 -1.75480 1.61494
H -2.73733 -0.20348 2.00061
H -2.61993 -0.67724 0.27965
H -0.18985 1.45125 -1.28589
H -0.56837 1.75712 1.68404
```

Calculated values
Relative energy (zero: lowest compared OMol25 entry of this formula, charge and spin) (kJ/mol): 171.5
E_tot (a.u.): -746.15392
Spin multiplicity: 1
E_LUMO (eV): -0.486
Net charge: 0

---

> Among the records above, which one has the highest spin multiplicity?

C4H11IN